{"formula": "C6H10N4", "method": "wB97M-V/def2-TZVPD", "lumo_energy_ev": [-0.0993, -0.0064], "spin_multiplicity": 1, "mol_weight_g_mol": 138.17, "largest_force_ev_per_a": 4.04, "homo_lumo_gap_ev": [7.62, 7.53], "charge": 0, "elements": ["C", "C", "C", "C", "C", "C", "N", "N", "N", "N", "H", "H", "H", "H", "H", "H", "H", "H", "H", "H"], "xyz": [[2.943, 0.313, 0.879], [1.183, -0.107, 2.567], [-0.757, 0.285, 0.066], [-0.422, 1.184, 1.213], [0.391, -0.462, -0.725], [-0.343, -1.057, -2.005], [2.243, 0.137, 1.997], [2.496, 0.334, -0.324], [1.494, 0.403, -1.101], [0.007, 0.416, 2.467], [3.961, 0.287, 0.931], [-1.375, -0.488, 0.565], [-1.327, 0.814, -0.610], [0.352, 1.859, 1.084], [-1.268, 1.701, 1.691], [0.576, -1.370, -0.189], [-1.165, -1.635, -1.721], [0.364, -1.528, -2.534], [-0.693, -0.286, -2.603], [-0.792, -0.044, 2.882]], "mulliken_charge": [-0.06, 0.17, -0.57, -1.15, 0.46, -1.82, -0.30, -0.11, -0.58, -0.21, 0.45, 0.27, 0.49, 0.52, 0.37, 0.44, 0.43, 0.51, 0.45, 0.24]}